Entry 1:
# C3H3N2O

A 2-piece molecular cluster, C3H3N2O overall in a non-equilibrium geometry (ωB97M-V/def2-TZVPD, the OMol25 dataset).

Results
**Energy above the lowest of the compared OMol25 structures with the same formula, charge and spin**: 207.10 kJ/mol
**Total charge**: -1
**Gap between HOMO and LUMO**: 0.28369 Eh
**Highest occupied orbital energy**: -3.3 eV

The geometry in XYZ format:
```
9
Properties=species:S:1:pos:R:3:forces:R:3
C -0.5102 2.9371 0.4508 0.616 -1.348 -0.247
C -0.0939 -1.8553 0.0983 -0.165 -2.473 1.293
C -0.0005 -0.3320 0.2558 -0.774 1.017 -1.047
N -1.0001 3.9309 0.3302 -1.816 4.387 0.142
N 0.7072 -0.9317 -0.6143 -0.527 0.745 0.711
O 1.6377 -0.7786 -1.4748 0.569 -0.459 -0.450
H 0.3010 -2.3011 1.0177 0.669 -0.544 -0.201
H -0.8114 -2.6552 -0.2983 0.255 1.813 -0.369
H -0.2298 1.9859 0.2347 1.174 -3.139 0.168
```
Positions in Å, forces in eV/Å.


Entry 2:
# C19H15N5PtS3

C19H15N5PtS3 as an isolated structure (ωB97M-V/def2-TZVPD, the OMol25 dataset).

Results
**Total charge**: +2
**Gap between HOMO and LUMO**: 0.23343 Eh
**Highest occupied orbital energy**: -13.5 eV

The geometry in XYZ format:
```
43
Properties=species:S:1:pos:R:3:forces:R:3
Pt -0.9047 0.5843 0.0411 -0.218 -0.687 0.322
C -1.1335 0.5503 4.3588 -0.038 -0.008 -0.049
C 0.2029 0.5840 4.6998 0.086 0.017 -0.075
C 1.1663 0.6023 3.6907 -0.109 -0.017 0.096
C 0.7656 0.5952 2.3748 -0.030 0.014 -0.201
N -0.5690 0.5704 2.0547 0.264 0.118 0.100
C -1.4881 0.5463 3.0163 -0.035 0.036 0.082
C 1.7181 0.5963 1.2245 -0.098 0.077 0.114
C 3.1026 0.5948 1.2561 0.026 0.006 -0.089
C 3.7844 0.5881 0.0402 -0.101 0.006 0.003
C 3.1040 0.5697 -1.1750 0.018 0.017 0.088
C 1.7185 0.5742 -1.1451 -0.113 0.069 -0.140
N 1.1091 0.5980 0.0388 -0.019 -0.043 0.049
C 0.7663 0.5592 -2.2936 -0.038 -0.011 0.224
C 1.1651 0.5419 -3.6097 -0.086 -0.014 -0.089
C 0.2018 0.5203 -4.6174 0.073 0.014 0.076
C -1.1346 0.5077 -4.2743 -0.035 -0.018 0.036
C -1.4869 0.5243 -2.9321 0.015 0.089 -0.078
N -0.5662 0.5529 -1.9707 0.172 0.164 -0.145
H -1.9091 0.5323 5.1105 -0.010 0.008 0.004
H 0.5069 0.5989 5.7374 0.003 -0.008 0.012
H 2.2173 0.6223 3.9392 0.012 0.016 0.002
H -2.5197 0.5281 2.6906 0.007 0.042 0.002
H 3.6469 0.6044 2.1889 0.015 0.002 -0.003
H 4.8656 0.6001 0.0408 0.012 -0.017 0.000
H 3.6484 0.5588 -2.1076 0.012 0.002 0.003
H 2.2162 0.5439 -3.8593 0.007 0.015 0.001
H 0.5049 0.5152 -5.6551 0.003 -0.007 -0.013
H -1.9112 0.4873 -5.0251 -0.009 0.014 0.001
H -2.5192 0.5197 -2.6049 0.004 0.057 -0.009
S -4.0041 3.6185 -0.8290 -0.210 -0.077 0.144
C -2.9755 2.5189 -0.2875 -0.153 0.753 -0.280
S -3.2359 0.8225 -0.0003 0.216 -0.423 -0.041
S -1.2949 2.8662 0.0502 0.331 -0.036 -0.121
N -0.6324 -3.6592 0.5399 -0.040 -0.064 -0.048
C -1.3395 -3.6521 -0.6361 0.009 -0.045 0.035
C -1.5256 -2.3456 -0.9480 -0.009 -0.002 0.010
N -0.9389 -1.5668 0.0281 0.100 -0.117 -0.052
C -0.4097 -2.3942 0.9115 0.013 0.028 0.028
H -0.3411 -4.4802 1.0485 -0.004 0.010 0.001
H -1.6462 -4.5559 -1.1310 -0.011 -0.006 -0.007
H -2.0452 -1.9220 -1.7877 -0.036 0.011 -0.002
H 0.1202 -2.1215 1.8080 0.003 0.016 0.012
```
Positions in Å, forces in eV/Å.


Entry 3:
# C16H64F2NO20S2

A 17-piece molecular cluster, C16H64F2NO20S2 overall in a non-equilibrium geometry (ωB97M-V/def2-TZVPD, the OMol25 dataset).

Results
**Energy above the lowest of the compared OMol25 structures with the same formula, charge and spin**: 220.03 kJ/mol
**Total charge**: -1
**Gap between HOMO and LUMO**: 0.33799 Eh
**Highest occupied orbital energy**: -7.3 eV

The geometry in XYZ format:
```
105
Properties=species:S:1:pos:R:3:forces:R:3
N -0.6538 -0.7140 0.0690 -2.879 4.450 -3.834
S 0.6737 -0.8437 0.7165 5.261 -4.450 6.231
O 0.5890 -0.4857 2.1278 0.864 -0.238 -2.038
O 1.8588 -0.6100 -0.0660 -0.925 0.390 0.549
F 0.5987 -2.4984 0.7661 0.283 1.026 0.013
S -0.4491 0.9007 -0.4780 -2.342 2.819 -2.330
O 0.1051 0.9707 -1.8200 -0.441 -0.546 2.292
O -0.1270 1.9083 0.5064 0.404 -1.897 -0.840
F -1.9852 1.2770 -0.7609 0.553 -1.100 0.399
C -1.6400 3.7857 -3.0612 0.219 -0.847 0.384
O -2.4151 4.9442 -3.1862 -0.021 0.982 -0.549
H -1.2768 3.3077 -3.9710 -0.579 0.127 -0.644
H -0.6877 4.0131 -2.5821 -0.291 0.191 0.622
H -2.2526 3.0762 -2.5050 0.643 -0.388 0.216
H -3.3366 4.6973 -3.2930 0.079 -0.049 -0.040
C 3.7352 0.5174 2.7744 -0.192 -0.314 -0.458
O 4.8074 -0.4218 2.8596 0.257 1.654 0.488
H 2.8206 0.1966 3.2729 0.100 -0.136 0.405
H 4.0193 1.5023 3.1451 0.391 -0.278 0.424
H 3.3992 0.7209 1.7576 0.222 -0.261 -0.481
H 4.5867 -1.2873 2.5077 -0.537 0.011 -0.139
C -3.8129 2.4193 2.3952 -0.346 -0.051 0.402
O -3.4456 1.3459 3.2360 0.227 0.360 0.346
H -4.9009 2.4637 2.3454 -0.179 0.076 -0.333
H -3.4857 3.3578 2.8425 0.212 0.018 -0.070
H -3.3977 2.3183 1.3924 -0.002 0.058 -0.060
H -3.2389 0.5856 2.6876 0.138 -0.294 -0.113
C 1.0546 3.0750 3.1507 -0.255 -0.113 -0.190
O 1.6723 3.5043 4.3454 0.281 0.012 0.426
H 0.2068 2.4171 3.3417 -0.086 -0.067 -0.012
H 0.7059 3.9436 2.5921 -0.027 -0.059 -0.354
H 1.7759 2.5030 2.5670 0.017 0.180 0.020
H 0.9847 3.8764 4.9026 0.043 0.006 0.075
C -2.8440 -2.9428 -0.6792 -0.339 0.354 -0.953
O -3.0455 -1.5190 -0.8219 -0.435 -1.114 0.463
H -2.4173 -3.2500 -1.6340 0.551 -0.517 0.283
H -2.2180 -3.1377 0.1916 0.146 -0.206 -0.143
H -3.7699 -3.5109 -0.5899 -0.253 0.529 0.292
H -2.1796 -1.1957 -0.5625 -0.160 0.446 -0.345
C -2.2073 -1.8076 3.0615 -0.050 -1.125 -0.403
O -2.6764 -0.9988 1.9887 -0.544 -0.017 0.858
H -3.0359 -2.3482 3.5189 -0.452 0.754 0.295
H -1.6847 -2.6768 2.6621 0.777 0.238 -0.118
H -1.6049 -1.2716 3.7950 -0.079 0.049 -0.146
H -2.0433 -0.9682 1.2677 0.242 0.036 0.222
C 0.3646 -5.1620 -1.0287 -0.199 0.100 -1.366
O 1.1008 -6.3294 -0.7831 0.581 -0.954 1.050
H 1.0772 -4.3731 -1.2692 -0.507 0.435 0.176
H -0.2226 -5.4151 -1.9114 -0.419 0.768 -0.222
H -0.3370 -4.8798 -0.2437 0.484 -0.242 0.278
H 1.6500 -6.4465 -1.5617 0.052 -0.181 0.110
C -1.8289 4.9797 0.4043 0.260 0.677 0.644
O -2.5846 5.8590 1.2190 -0.782 0.401 0.695
H -1.9680 5.2893 -0.6316 0.122 -0.653 -0.198
H -0.7866 5.0741 0.7089 0.280 -0.300 -0.352
H -2.1676 3.9817 0.6822 0.059 0.004 -0.618
H -2.1276 6.6919 1.3567 0.102 -0.117 -0.189
C 4.9305 -0.1901 -1.9901 -1.279 -1.166 0.664
O 6.0957 -0.7897 -2.4711 1.333 0.062 -0.439
H 4.6408 -0.6549 -1.0477 0.201 0.404 0.647
H 5.0275 0.8874 -1.8574 0.059 -0.188 -0.333
H 4.0908 -0.5155 -2.6041 -0.271 0.830 -0.538
H 6.0626 -1.7358 -2.3116 -0.085 0.104 0.024
C 1.8775 -2.4032 4.6205 0.731 -0.283 -1.295
O 2.0424 -3.7747 5.0101 -0.679 0.066 0.711
H 1.8797 -2.4003 3.5305 0.034 0.458 -0.063
H 0.9334 -1.9298 4.8902 0.026 -0.618 0.609
H 2.7279 -1.8167 4.9683 -0.132 0.256 0.109
H 2.7959 -4.1393 4.5401 -0.115 0.134 0.031
C 3.9605 -3.5052 1.0189 -1.316 -0.780 -0.534
O 4.0177 -2.7938 2.2255 0.499 0.034 0.285
H 4.6258 -4.3686 1.0117 0.217 0.145 -0.182
H 2.9317 -3.8569 0.9410 -0.079 -0.439 -0.340
H 4.0852 -2.8688 0.1429 0.487 0.258 0.353
H 4.0649 -3.4331 2.9401 0.059 0.155 0.048
C 1.3327 -2.1717 -2.7559 -0.663 1.326 -0.920
O -0.0872 -2.2168 -2.5570 0.488 -0.673 -0.087
H 1.5962 -1.1488 -3.0251 0.242 0.342 0.392
H 1.9445 -2.4574 -1.9002 -0.142 -0.392 -0.113
H 1.5433 -2.6682 -3.7031 0.048 -0.777 0.402
H -0.2987 -1.8116 -1.7127 0.096 0.137 0.052
C -3.2223 0.0539 -3.6157 0.183 -0.405 0.590
O -4.3618 -0.4136 -2.8870 0.064 0.897 -1.250
H -2.4784 -0.7428 -3.6099 0.228 -0.079 -0.444
H -3.4425 0.3683 -4.6359 -0.420 -0.309 0.029
H -2.7255 0.8993 -3.1398 -0.159 0.256 0.209
H -3.9702 -0.8396 -2.1210 0.016 -0.253 0.559
C -5.5521 0.0673 0.2742 1.143 -1.217 -0.248
O -5.4001 -0.8490 1.3536 -1.548 -0.018 0.397
H -6.3958 0.7518 0.3622 0.145 0.087 0.559
H -4.5960 0.5622 0.1039 -0.225 0.517 -0.072
H -5.7219 -0.5321 -0.6203 -0.139 0.117 -0.201
H -4.5192 -0.9166 1.7290 0.366 0.420 -0.559
C 0.1626 0.5754 -5.1637 0.935 0.011 -1.051
O 1.1643 1.2196 -4.3734 -1.037 -0.401 -0.098
H 0.4966 0.7407 -6.1880 -0.216 -0.056 -0.169
H 0.1330 -0.5048 -5.0213 0.013 -0.126 0.293
H -0.8572 0.9533 -5.0904 0.018 0.336 0.418
H 0.8440 1.0785 -3.4795 0.365 0.266 0.421
C 2.8345 3.1168 -0.9524 -1.154 -0.217 -0.591
O 4.0194 3.7276 -1.3716 0.796 0.362 0.462
H 2.0224 3.8424 -0.9073 -0.214 0.176 0.155
H 2.5508 2.4200 -1.7411 -0.010 -0.356 0.333
H 2.9207 2.6547 0.0310 0.012 -0.363 -0.099
H 4.3426 4.1205 -0.5575 0.548 0.323 -0.249
```
Positions in Å, forces in eV/Å.